# 1
The following is a quantum chemistry calculation of 2 unconnected molecules or ions with the total composition C30H47Br2FNO5P at a distorted geometry, from OMol25.

Summary:
E_tot: -195689.002 eV
LUMO energy: 0.0135 Ha
E_HOMO: -8.065 eV

Structure (XYZ):
```
87
C30H47Br2FNO5P | OMol25 | wB97M-V/def2-TZVPD
C -0.34961 0.33473 4.55511
C -0.84842 1.31357 3.47370
C -0.36330 0.95349 2.06842
O -0.41850 -0.39654 1.70764
C -1.50806 -1.21845 2.13636
C -1.88490 -2.16421 1.00580
C -0.63765 -3.06349 0.73274
C -3.08551 -3.06108 1.34989
C -3.69569 -3.54813 0.02213
C -4.21362 -2.40112 2.15407
C 1.18066 1.18221 2.09130
O 1.91899 1.50634 2.95204
O 1.58297 1.02444 0.76461
C 0.59467 1.55333 -0.04993
O 0.26597 0.45504 -1.01726
C 1.07608 -0.53308 -1.08808
N 1.75394 -1.46406 -1.13521
O 0.94252 2.60876 -0.80889
C 2.28731 2.70410 -1.27876
C 2.52318 2.18131 -2.70851
C 1.25076 2.20116 -3.55513
C 3.62764 3.07407 -3.33763
C 3.09564 4.38800 -3.89656
C 4.40061 2.28454 -4.39885
C -0.65135 1.94529 0.85408
C -0.72728 3.43273 1.29759
Br 1.03177 4.29173 1.64193
C -1.54177 4.52716 0.57934
C -3.05860 4.39905 0.67144
Br -0.96668 5.06636 -1.19506
P -2.16515 1.18336 -0.02615
C -3.64702 1.38567 1.05151
C -2.45912 1.93294 -1.67109
H -1.16996 -0.30104 4.87831
H 0.01612 0.88134 5.41696
H 0.43324 -0.31427 4.17635
H -0.45692 2.29883 3.69989
H -1.93743 1.34132 3.49643
H -1.13514 -1.84834 2.94975
H -2.35108 -0.66143 2.53771
H -2.04135 -1.60758 0.08562
H 0.18529 -2.79836 1.38983
H -0.30604 -2.99639 -0.29916
H -0.85422 -4.10841 0.93972
H -2.76813 -3.95625 1.88415
H -2.95219 -4.11189 -0.54049
H -3.93148 -2.67234 -0.58267
H -4.58654 -4.14926 0.18142
H -4.92006 -3.17838 2.44604
H -3.86961 -1.94255 3.07841
H -4.76550 -1.69607 1.53451
H 2.50943 3.76952 -1.29208
H 2.99869 2.25490 -0.59083
H 2.93318 1.17237 -2.68047
H 0.68478 1.28054 -3.43090
H 0.59388 3.02401 -3.28338
H 1.48328 2.26607 -4.61521
H 4.32671 3.33728 -2.53868
H 3.90608 5.09398 -4.06709
H 2.61143 4.23883 -4.86100
H 2.36300 4.86230 -3.24290
H 4.79785 2.93098 -5.18014
H 5.23810 1.76197 -3.94092
H 3.75982 1.54738 -4.88054
H -1.15997 3.44282 2.29071
H -1.31850 5.40977 1.16932
H -3.29699 3.85423 1.58283
H -3.49686 3.87455 -0.16610
H -3.49387 5.38845 0.76561
H -3.38472 1.87889 1.98508
H -4.05741 0.40847 1.27992
H -4.43163 1.98116 0.58731
H -1.50179 2.23860 -2.08176
H -3.18305 2.74181 -1.73111
H -2.81619 1.12065 -2.30145
F 1.14854 -5.37577 1.60281
C 2.08011 -5.86672 0.75879
C 2.55555 -5.04530 -0.24453
C 3.51443 -5.54867 -1.11088
C 3.97483 -6.85131 -0.96858
C 3.47747 -7.65564 0.04748
C 2.52242 -7.16318 0.92544
H 2.18042 -4.03320 -0.34043
H 3.90289 -4.91843 -1.89940
H 4.72129 -7.23855 -1.64913
H 3.83270 -8.67140 0.15859
H 2.12462 -7.76949 1.72821
```



# 2
The following is a quantum chemistry calculation of 9 unconnected molecules or ions with the total composition C30H47BrCl16IN3OS at a distorted geometry, from OMol25.

Summary:
E_tot: -327715.126 eV
LUMO energy: -0.0523 Ha
E_HOMO: -8.221 eV

Structure (XYZ):
```
100
C30H47BrCl16IN3OS | OMol25 | wB97M-V/def2-TZVPD
C -3.16757 -6.33024 -1.50771
C -1.59337 -6.09308 -1.89812
C -0.67939 -5.50426 -0.62899
C -1.32791 -4.02192 -0.27838
N -0.26550 -2.96494 -0.06052
C -0.72004 -1.86301 0.87726
C -1.69123 -0.58750 0.40860
C -2.26151 -0.42801 -1.12002
C -1.12329 -0.49692 -2.29784
O 0.08951 0.05832 -2.23518
I -1.71813 -1.59899 -4.14422
C -2.04564 0.51429 1.58890
Br -3.17287 2.14982 1.12747
C -1.53248 0.37901 3.16915
N -1.97539 1.45813 4.11607
C -1.49895 1.21818 5.52025
C -0.56363 -0.05002 5.92703
N -0.05684 -1.12702 5.00834
C -0.59939 -0.86957 3.63133
C -0.20085 -1.98416 2.45510
S 0.84745 -3.46152 2.95240
H -3.78513 -6.22786 -2.51901
H -3.62177 -5.54575 -0.76687
H -3.24926 -7.38786 -1.01242
H -1.42326 -5.35739 -2.80772
H -1.13999 -7.13875 -2.17173
H -0.79216 -6.23146 0.28427
H 0.46670 -5.44652 -0.88445
H -1.88656 -4.15503 0.75878
H -2.16184 -3.71256 -1.05783
H 0.13314 -2.59792 -0.95315
H -2.91697 0.52605 -1.31037
H -2.98777 -1.35752 -1.30066
H -1.81341 1.98238 6.36268
H -0.24298 -0.13365 7.07354
H 2.14480 -3.39618 2.41941
Cl -2.00746 2.05274 8.38423
C -3.68444 1.65151 8.83372
C -3.77586 0.33834 9.59508
Cl -3.39961 -1.06519 8.56413
H -4.28456 1.62956 7.91878
H -4.04856 2.47072 9.45998
H -4.79505 0.19424 9.96529
H -3.09697 0.32190 10.45311
Cl 5.28878 1.58180 -4.62295
C 3.61181 1.18058 -4.17347
C 3.52038 -0.13259 -3.41211
Cl 3.89664 -1.53612 -4.44306
H 3.01168 1.15862 -5.08841
H 3.24768 1.99979 -3.54721
H 2.50119 -0.27670 -3.04190
H 4.19927 -0.14904 -2.55408
Cl 9.58095 -0.20151 -6.90811
C 7.90397 -0.60274 -6.45862
C 7.81254 -1.91591 -5.69726
Cl 8.18880 -3.31944 -6.72821
H 7.30384 -0.62469 -7.37356
H 7.53985 0.21647 -5.83236
H 6.79336 -2.06001 -5.32705
H 8.49143 -1.93235 -4.83923
Cl -6.72034 3.93904 5.64201
C -5.86898 4.94533 4.44291
C -4.57472 4.30242 3.96964
Cl -3.33817 4.25578 5.25147
H -5.69073 5.92802 4.89047
H -6.55073 5.07491 3.59773
H -4.15233 4.88271 3.14416
H -4.73824 3.27942 3.61734
Cl 3.53845 5.26950 -2.89916
C 5.28867 4.93620 -2.92938
C 6.10511 6.18323 -3.23071
Cl 5.87998 6.74680 -4.90583
H 5.47083 4.14748 -3.66592
H 5.55365 4.54767 -1.94210
H 7.17067 5.96712 -3.11060
H 5.84711 7.00626 -2.55734
Cl 1.16874 -6.47574 -4.14763
C 1.45376 -8.21820 -4.38817
C 0.76682 -8.74473 -5.63850
Cl -1.00770 -8.75210 -5.47924
H 1.11485 -8.74420 -3.49027
H 2.53565 -8.35281 -4.47347
H 1.07187 -9.77909 -5.82182
H 1.02670 -8.15215 -6.52093
Cl -5.66139 4.22239 0.05426
C -7.24737 3.46845 -0.24825
C -8.33532 4.04215 0.64601
Cl -8.11089 3.58917 2.35445
H -7.14076 2.38795 -0.11075
H -7.49140 3.65553 -1.29769
H -9.31055 3.65160 0.34110
H -8.37239 5.13410 0.58565
Cl 6.01072 6.41091 0.54600
C 4.33374 6.00968 0.99549
C 4.24232 4.69651 1.75685
Cl 4.61857 3.29299 0.72590
H 3.73362 5.98773 0.08055
H 3.96962 6.82889 1.62175
H 3.22313 4.55241 2.12705
H 4.92121 4.68007 2.61487
```



# 3
The following is a quantum chemistry calculation of a molecular structure, C30H47BrFeN4OP2 at a distorted geometry, from OMol25.

Summary:
E_tot: -162869.723 eV
LUMO energy (spin up / spin down): -0.2059 / -0.3145 Ha
charge: +2
2S+1: 5
energy relative to the best compared isomer or geometry (same formula, charge and spin): 35.9 kcal per mole
E_HOMO (spin up / spin down): -11.630 / -12.359 eV
expectation value of S²: 6.43

Structure (XYZ):
```
86
C30H47BrFeN4OP2 | OMol25 | wB97M-V/def2-TZVPD
N -1.87676 -0.06317 -8.29492
C -1.79981 -1.24072 -7.67417
C -1.28604 -1.39049 -6.37954
C -0.91501 -0.25256 -5.62152
C -0.94793 1.00469 -6.32864
C -1.44942 1.01991 -7.63833
C -0.58048 -0.51260 -4.24587
Fe -0.46357 0.26960 -1.30542
P -1.63527 2.02005 3.18510
C -0.57366 0.50940 -3.27210
C -1.88802 1.16989 -2.89909
C -2.09546 2.56136 -3.06763
C -3.35393 3.11218 -2.79916
C -4.35481 2.36381 -2.12037
C -4.11898 0.99455 -1.86663
C -2.99920 0.40719 -2.47374
Br -5.92136 3.13843 -1.72711
H -0.33612 -1.55399 -4.00415
H 0.34542 1.13288 -3.30759
H -1.17736 -2.39432 -5.95684
H -0.57246 1.95282 -5.93741
H -2.14798 -2.12650 -8.20981
H -1.52827 1.93463 -8.22739
H -1.25126 3.18238 -3.35725
H -2.94229 -0.67110 -2.61664
H -3.58297 4.15078 -3.04820
H -4.80852 0.36251 -1.29749
P 1.48648 1.62270 -1.23594
C -3.23504 1.14586 3.48256
C -4.31718 1.96213 4.21937
H -3.04577 0.22966 4.06611
H -3.55897 0.86645 2.46739
H -5.27214 1.42116 4.23580
H -4.03700 2.14231 5.26599
H -4.51673 2.93181 3.74667
C -1.98065 3.24175 1.85608
C -2.04266 4.73347 2.29210
H -2.94547 2.96428 1.40233
H -1.19230 3.13901 1.09187
H -2.15831 5.36789 1.39854
H -2.89532 4.95417 2.95165
H -1.13157 5.06759 2.81201
C -0.44604 0.62945 2.99479
C 0.16871 0.22475 4.34378
H 0.33435 0.87582 2.26708
H -1.05363 -0.19768 2.61422
H 1.19085 -0.14676 4.23475
H 0.20111 1.06002 5.04930
H -0.41414 -0.57590 4.80796
C 2.60527 1.22262 0.16490
C 4.02340 1.80909 0.20336
H 2.67763 0.13080 0.20569
H 2.05034 1.51156 1.06977
H 4.70263 1.31221 -0.50655
H 4.04137 2.88645 -0.00205
H 4.43442 1.66306 1.21542
C 0.88887 3.26075 -0.70967
C 1.01611 4.36687 -1.74654
H 1.44274 3.51057 0.21179
H -0.16975 3.11641 -0.43317
H 2.01317 4.40373 -2.20069
H 0.26828 4.26918 -2.54277
H 0.84241 5.33241 -1.26095
C 2.51965 1.91923 -2.76985
C 3.06370 0.69777 -3.52266
H 3.33404 2.56663 -2.39604
H 1.92576 2.55167 -3.46275
H 3.45272 1.03758 -4.49340
H 3.90967 0.22141 -3.00279
H 2.30448 -0.06830 -3.75183
C -1.91124 -4.09781 0.61764
N -0.69497 -3.31821 0.38770
C 0.51382 -3.92413 0.61132
C 1.66097 -3.26757 0.27666
C 1.56615 -2.10288 -0.49840
N 0.37717 -1.48283 -0.67030
C -0.79838 -2.12706 -0.27523
O -1.92717 -1.62496 -0.51971
N 2.70085 -1.57364 -1.04897
H -2.51103 -4.14212 -0.29745
H -2.52292 -3.66640 1.41694
H -1.56139 -5.09490 0.89743
H 0.44233 -4.94353 0.99611
H 2.62946 -3.69740 0.48936
H 3.56874 -2.02167 -0.78412
H 2.71985 -1.13770 -1.97784
```